Version A
8
Properties=species:S:1:pos:R:3:mulliken_charge:R:1 method="wB97M-V/def2-TZVPD" homo_ha=-0.482 smiles=CC(F)(F)F e_lumo_ev=0.8066
C 0.15740 -0.11456 0.02544 -0.9986
C 1.67025 -0.12202 0.01086 0.9421
F 2.22108 -0.54178 1.09594 -0.2221
F 2.21155 -0.80692 -0.93560 -0.2229
F 2.38721 1.35487 -0.18299 -0.3921
H -0.21584 0.05300 1.00782 0.3132
H -0.16031 0.76361 -0.57324 0.3000
H -0.40150 -1.07646 -0.38688 0.2804

=====

Version B
8
Properties=species:S:1:pos:R:3:mulliken_charge:R:1 method="wB97M-V/def2-TZVPD" homo_ha=-0.460 smiles=FCC(F)F e_lumo_ev=0.8184
F 1.54818 0.40145 0.35994 -0.2824
C 0.23495 0.62866 -0.35734 -0.1741
C -0.29508 -0.47201 0.28586 0.2675
F -1.38661 -0.96230 -0.40219 -0.2590
F 0.56322 -1.56210 0.46783 -0.2676
H 0.15452 0.54915 -1.66889 0.2725
H -0.32418 1.62314 0.06951 0.2229
H -0.49499 -0.20599 1.24528 0.2202

=====

On energetic grounds, version A is preferred over the next structure by 45.5 kcal/mol.

=====

Version A
75
Properties=species:S:1:pos:R:3:mulliken_charge:R:1 method="wB97M-V/def2-TZVPD" homo_ha=-0.391 smiles="CCOC(=O)OC.CCOC(=O)OC.CCOC(=O)OC.CCOC(=O)OC.CCOC(=O)OC" e_lumo_ev=0.3585
C 19.79939 -23.42456 -8.33487 -1.0382
C 19.95923 -21.97817 -7.99701 -0.2202
O 20.97317 -21.34920 -8.73490 -0.3206
C 22.21569 -21.13121 -8.23847 0.7819
O 22.56737 -21.44273 -7.09693 -0.5883
O 22.82203 -20.47654 -9.18394 -0.2980
C 24.21321 -20.24155 -9.05075 -0.6344
H 20.73527 -23.93089 -8.09855 0.2643
H 19.53677 -23.81110 -9.31962 0.3248
H 19.10058 -23.74643 -7.56275 0.3247
H 20.17348 -21.86485 -6.93430 0.3342
H 19.03816 -21.45726 -8.25851 0.2519
H 24.30487 -19.67104 -8.12651 0.2994
H 24.63003 -19.58675 -9.81600 0.2388
H 24.76184 -21.18304 -9.02428 0.2800
C 11.61016 -25.09914 -3.83632 -1.2852
C 12.47482 -23.94059 -3.51506 -0.0220
O 13.75974 -24.52518 -3.02312 -0.2584
C 14.69341 -23.65388 -2.51496 0.6831
O 14.89978 -22.49223 -2.83143 -0.5588
O 15.44550 -24.26438 -1.58838 -0.3039
C 16.66326 -23.70168 -1.15978 -0.6533
H 10.63870 -24.92559 -4.29919 0.3788
H 11.42161 -25.74252 -2.97689 0.3231
H 12.08401 -25.80112 -4.52246 0.3220
H 11.95474 -23.34510 -2.76471 0.2873
H 12.69950 -23.41349 -4.44230 0.2510
H 16.53020 -22.80720 -0.55125 0.2816
H 17.39244 -23.44756 -1.92908 0.3084
H 17.18131 -24.44685 -0.55608 0.2462
C 28.68775 -14.84097 1.76443 -0.9695
C 28.54118 -14.74627 0.20816 -0.3138
O 27.34258 -15.36194 -0.35202 -0.3059
C 27.44506 -16.65895 -0.86594 0.7157
O 28.44635 -17.40184 -0.72681 -0.5760
O 26.34355 -16.79134 -1.58088 -0.3040
C 26.19463 -17.90230 -2.54774 -0.6079
H 28.49052 -15.82540 2.18882 0.2909
H 27.88891 -14.16919 2.07852 0.2664
H 29.71158 -14.60114 2.05141 0.3265
H 29.47196 -15.15050 -0.18977 0.3144
H 28.59048 -13.70829 -0.12089 0.3412
H 26.97081 -17.96017 -3.31083 0.3004
H 25.24370 -17.83987 -3.07683 0.2538
H 26.27538 -18.86630 -2.04547 0.2673
C 23.01733 -21.74124 1.84036 -1.0670
C 23.71376 -21.60157 0.46545 -0.1987
O 23.08323 -22.39100 -0.57057 -0.3036
C 23.44293 -23.65484 -0.65440 0.6785
O 24.05432 -24.35224 0.17214 -0.5770
O 23.05219 -23.98638 -1.89395 -0.2740
C 23.23646 -25.34615 -2.27507 -0.6781
H 23.80189 -21.58380 2.58049 0.3263
H 22.72310 -22.75818 2.09990 0.3208
H 22.25869 -21.02704 2.16049 0.3065
H 24.79245 -21.65002 0.61435 0.3474
H 23.58689 -20.55090 0.20450 0.2756
H 22.67996 -26.05940 -1.66706 0.2975
H 24.27850 -25.65057 -2.17725 0.2933
H 22.94812 -25.57361 -3.30134 0.2527
C 25.60869 -27.37798 -7.63389 -0.9904
C 24.49398 -27.69462 -8.69631 -0.2606
O 24.66108 -28.98882 -9.20671 -0.3168
C 24.02564 -30.03892 -8.63766 0.7576
O 23.23010 -29.98654 -7.73225 -0.5584
O 24.41300 -31.17562 -9.20608 -0.3316
C 23.92002 -32.42296 -8.66805 -0.6461
H 26.55576 -27.12104 -8.10837 0.3168
H 25.83550 -28.23172 -6.99531 0.2918
H 25.39853 -26.46766 -7.07243 0.3148
H 24.71449 -27.09069 -9.57650 0.2102
H 23.44447 -27.54904 -8.44053 0.3751
H 24.00307 -32.42879 -7.58124 0.3032
H 24.56497 -33.20926 -9.06032 0.2473
H 22.97355 -32.74686 -9.10092 0.2870

=====

Version B
75
Properties=species:S:1:pos:R:3:mulliken_charge:R:1 method="wB97M-V/def2-TZVPD" homo_ha=-0.345 e_lumo_ev=0.6936
C 10.08795 7.07240 6.22057 -1.6694
C 9.58311 6.54652 7.53006 -0.0164
O 8.21702 6.17617 7.53576 0.0754
C 7.82201 4.97086 7.06052 0.5679
O 8.37675 4.25091 6.29365 -0.5730
O 6.70008 4.63237 7.77080 -0.1440
C 6.08451 3.34898 7.46765 -0.7860
H 11.17142 7.17689 6.27779 0.4468
H 9.65981 8.06502 6.08090 0.3358
H 9.89901 6.39811 5.38526 0.3027
H 9.69317 7.14436 8.43482 0.4994
H 10.10509 5.59987 7.66961 0.1431
H 5.92073 3.16119 6.40651 0.3336
H 5.10058 3.29549 7.93363 0.2835
H 6.76763 2.61734 7.89908 0.2493
C -0.07397 6.73233 7.56165 -1.2968
C 1.01703 7.56132 6.89773 -0.1156
O 2.07451 7.36220 7.68783 -0.3163
C 3.28308 7.52701 7.24179 0.6563
O 3.60446 7.74625 6.06949 -0.6112
O 4.12111 7.55858 8.26803 -0.3086
C 5.51248 7.81542 7.94196 -0.6354
H -0.94632 6.71912 6.90827 0.3827
H -0.34290 7.22370 8.49670 0.3218
H 0.29877 5.76919 7.91026 0.3438
H 0.69834 8.59871 6.99944 0.2824
H 1.21277 7.04386 5.95857 0.2921
H 6.21525 8.01989 8.74967 -0.2779
H 5.59391 8.70037 7.31081 0.5668
H 5.94926 7.00872 7.35325 0.1165
C 10.40782 4.86685 10.35774 -1.2477
C 9.60767 3.72632 9.82116 -0.1232
O 9.11080 2.91441 10.87646 -0.4342
C 8.31361 1.90735 10.52089 0.7985
O 7.91214 1.58816 9.41300 -0.6350
O 8.01963 1.19633 11.70793 -0.3130
C 7.36555 -0.07287 11.44988 -0.7037
H 11.30870 4.41203 10.76964 0.5054
H 9.92194 5.52933 11.07409 0.1062
H 10.82491 5.28243 9.44045 0.3952
H 10.23718 3.15011 9.14307 0.5789
H 8.75470 4.10661 9.25909 0.8463
H 6.65613 -0.08732 10.62246 0.3192
H 6.84169 -0.25565 12.38810 0.2686
H 8.07818 -0.88438 11.30252 0.2874
C 7.53649 4.83081 11.30075 -2.0675
C 7.27228 5.12676 9.80655 0.5691
O 6.53723 6.39060 9.66724 -0.0722
C 7.19794 7.56047 9.88834 0.8718
O 8.39048 7.68751 10.21434 -0.6795
O 6.23592 8.51606 9.94496 -0.0880
C 6.51422 9.83272 10.25825 -1.4437
H 6.61590 4.91505 11.87826 0.3980
H 8.26682 5.45226 11.81894 0.4399
H 7.95592 3.82735 11.37311 0.8555
H 6.62457 4.32471 9.45256 0.4981
H 8.22181 5.09607 9.27218 -1.1350
H 6.56299 9.89272 11.34551 0.2224
H 5.96817 10.67208 9.82767 0.8588
H 7.47606 10.24431 9.95239 0.5059
C 7.63264 12.31259 9.94455 -1.4750
C 7.91587 11.44764 8.68316 0.6242
O 7.58688 12.25693 7.59978 -0.3211
C 8.04263 12.05951 6.35462 0.7509
O 8.74147 11.12285 5.95139 -0.5959
O 7.67520 13.08605 5.66141 -0.3596
C 8.00826 13.05826 4.31476 -0.6839
H 6.63306 12.15681 10.35035 0.4597
H 7.53447 13.36269 9.66932 0.4037
H 8.27331 12.18557 10.81720 0.3812
H 7.29493 10.56420 8.53466 -0.1850
H 8.96817 11.16354 8.67515 0.3054
H 9.04528 12.82042 4.07782 0.3004
H 7.77319 14.02456 3.86856 0.2384
H 7.31881 12.35693 3.84476 0.3248

=====

On energetic grounds, version A is preferred over the next structure by 172.0 kcal/mol.

=====

Version A
27
Properties=species:S:1:pos:R:3:mulliken_charge:R:1 method="wB97M-V/def2-TZVPD" homo_ha=-0.307 smiles=Cc1ccc(O)cc1.CCC e_lumo_ev=0.8394
C -2.28567 -1.85287 1.23745 -1.4285
C -0.86063 -1.62289 1.43340 0.9983
C -0.65327 -0.53674 2.27859 -0.6970
C 0.63194 -0.09068 2.46062 -0.5716
C 1.72020 -0.66897 1.81975 0.4998
O 2.78108 0.23839 1.82258 -0.4905
C 1.49771 -1.79576 1.00486 -0.5280
C 0.19978 -2.20482 0.80020 -0.5515
H -2.83830 -0.91572 0.89931 0.2791
H -2.80514 -2.11724 2.25977 0.3250
H -2.50267 -2.74622 0.56475 0.3576
H -1.47588 -0.04627 2.81299 0.3516
H 0.87190 0.67728 3.04208 0.5442
H 3.47088 -0.35465 1.51999 0.3069
H 2.29819 -2.41951 0.65212 0.3828
H -0.14919 -2.62614 -0.17950 0.2185
C 1.18183 2.12543 -1.73750 -0.9857
C 0.10997 1.93801 -2.73434 -0.0173
C -1.20545 1.23568 -2.32098 -1.0545
H 1.51756 1.09596 -1.41474 0.1596
H 1.05973 2.77260 -0.83779 0.3042
H 2.12998 2.65739 -1.99286 0.3328
H -0.26862 2.90666 -3.14615 0.2161
H 0.51617 1.30553 -3.63337 0.1886
H -1.82732 0.86647 -3.14976 0.3455
H -1.35158 0.27561 -1.87749 0.2680
H -1.76320 1.90347 -1.58400 0.2462

=====

Version B
27
Properties=species:S:1:pos:R:3:mulliken_charge:R:1 method="wB97M-V/def2-TZVPD" homo_ha=-0.311 smiles=Cc1ccc(O)cc1.CCC e_lumo_ev=0.8662
C -2.03916 -1.99328 -1.31480 -1.4997
C -1.81146 -0.87515 -0.33754 0.8834
C -1.25392 -1.05978 0.91129 -0.6944
C -0.84217 0.04088 1.67749 -0.3294
C -0.90898 1.31996 1.17875 0.4685
O -0.27715 2.40495 1.70503 -0.5830
C -1.71665 1.51282 0.05323 -0.5787
C -2.07574 0.44018 -0.75009 -0.5642
H -1.36697 -2.00361 -2.16877 0.2646
H -3.06372 -1.97156 -1.68788 0.3904
H -2.02564 -2.97103 -0.82116 0.3793
H -1.24849 -2.02186 1.40853 0.3553
H -0.32647 -0.19455 2.59859 0.3301
H 0.26973 2.11096 2.45093 0.3770
H -1.88208 2.52026 -0.30893 0.3429
H -2.77117 0.71431 -1.52755 0.3718
C 2.46030 -0.92715 0.30918 -1.1194
C 2.40110 0.57622 0.07511 0.0168
C 1.60553 0.97710 -1.16872 -0.7824
H 3.12813 -1.39653 -0.39800 0.3917
H 1.47653 -1.37869 0.14932 0.1463
H 2.70892 -1.23624 1.32437 0.3124
H 1.99152 1.12391 0.92312 0.0686
H 3.43697 0.92651 0.00001 0.3852
H 1.89505 0.44575 -2.07209 0.3928
H 0.54356 0.85014 -0.97441 -0.0231
H 1.69242 2.06548 -1.23500 0.2972

=====

Version C
27
Properties=species:S:1:pos:R:3:mulliken_charge:R:1 method="wB97M-V/def2-TZVPD" homo_ha=-0.310 smiles=CCc1ccc(O)cc1.CC e_lumo_ev=0.8092
C 0.03081 -0.86181 1.39930 -1.5505
C 0.31288 0.39620 0.74444 0.1954
C 1.27265 0.28323 -0.43909 0.1198
C 1.34642 -0.85249 -1.28846 -0.7147
C 2.28022 -0.90078 -2.27682 -0.3967
C 3.03493 0.14478 -2.67624 0.9032
O 3.91830 -0.01910 -3.68448 -0.5872
C 2.84365 1.35409 -2.08777 -0.6177
C 2.05632 1.35253 -0.88941 -0.3852
H -0.77118 -0.94746 2.12920 0.5252
H 0.92806 -1.31711 2.00664 0.2674
H -0.33038 -1.75866 0.87289 0.3395
H -0.72991 0.89723 0.58238 0.0414
H 0.65733 1.09198 1.57418 0.2410
H 0.69982 -1.63899 -1.11654 0.4177
H 2.25242 -1.77598 -2.91617 0.2074
H 4.00615 -1.01095 -4.00321 0.3207
H 3.13346 2.22972 -2.67069 0.3550
H 2.15745 2.33803 -0.42996 0.3069
C -4.12361 0.50446 1.49116 -1.0555
C -3.13297 -0.30711 2.30767 -0.5718
H -4.60929 -0.15317 0.74599 0.2775
H -4.79138 1.03804 2.23649 0.2757
H -3.79925 1.25626 0.85064 0.3711
H -2.47121 0.38803 2.92627 0.2644
H -2.50762 -0.81646 1.55434 0.0897
H -3.66408 -0.91451 3.05724 0.3602

=====

Version D
27
Properties=species:S:1:pos:R:3:mulliken_charge:R:1 method="wB97M-V/def2-TZVPD" homo_ha=-0.325 smiles=Cc1ccc(O)cc1.CCC e_lumo_ev=0.9320
C 1.27955 1.88068 2.56038 -1.4078
C 0.63848 1.46701 1.27587 0.5114
C -0.70309 0.96088 1.33374 -0.4345
C -1.48124 0.71874 0.16647 -0.6977
C -0.76350 0.88002 -1.03317 0.3051
O -1.52541 0.66409 -2.21734 -0.5567
C 0.55268 1.26978 -1.16977 -0.5104
C 1.23271 1.54171 0.03167 -0.2248
H 1.94038 1.12306 2.96050 0.2762
H 0.56376 2.04055 3.35383 0.3751
H 1.83771 2.78253 2.36748 0.3709
H -1.32200 0.77302 2.17345 0.3410
H -2.47189 0.34408 0.10715 0.5009
H -1.28354 -0.20508 -2.54762 0.3244
H 0.96337 1.45879 -2.13696 0.4550
H 2.26646 1.81062 -0.19604 0.3361
C -0.45688 -2.79405 0.78371 -1.3384
C 0.70674 -2.35018 -0.08670 0.5592
C 0.38668 -2.64812 -1.55286 -1.0985
H -0.31953 -3.77357 1.18360 0.3926
H -1.44962 -2.64492 0.35355 0.3573
H -0.54911 -2.05173 1.59320 0.2938
H 0.88134 -1.29556 0.05039 -0.3494
H 1.65775 -2.76893 0.26510 0.3758
H -0.28086 -3.47515 -1.63407 0.3712
H -0.01163 -1.85078 -2.21590 0.0836
H 1.20029 -3.00476 -2.17234 0.3888

=====

On energetic grounds, version B is preferred over the next structure by 14.0 kcal/mol.